# 1
The following is a quantum chemistry calculation of 15 unconnected molecules or ions with the total composition C54H118O18, from the OMol25 dataset.

Computed properties:
E_HOMO = -9.3 eV
E_tot = -3482.18511 Ha
HOMO-LUMO gap = 9.8474 eV

Geometry as ORCA input:
```
! wB97M-V def2-TZVPD RIJCOSX def2/J DEFGRID3
* xyz 0 1
C 15.9879 -24.4599 -27.7368
C 17.0821 -25.2306 -27.0580
C 18.4054 -24.8306 -27.6970
O 18.1023 -23.4788 -28.1400
C 16.7134 -23.3694 -28.4998
H 15.2225 -24.0190 -27.0982
H 15.3887 -25.0739 -28.4092
H 16.9294 -26.3098 -27.0716
H 17.1651 -25.0388 -25.9882
H 18.5601 -25.5280 -28.5202
H 19.2614 -24.8530 -27.0226
H 16.4534 -23.5075 -29.5493
H 16.4220 -22.3764 -28.1576
C 11.9546 -23.1274 -20.5983
C 13.0045 -23.3747 -19.5246
C 13.9634 -22.1661 -19.6367
O 13.5927 -21.4048 -20.7637
C 12.7183 -22.2289 -21.5852
H 11.1094 -22.5525 -20.2198
H 11.5745 -24.0337 -21.0696
H 13.6422 -24.2550 -19.6050
H 12.5645 -23.3803 -18.5274
H 14.9817 -22.5102 -19.8176
H 13.9609 -21.4208 -18.8413
H 13.3656 -22.7664 -22.2783
H 12.0736 -21.5432 -22.1350
C 15.0555 -26.6165 -23.2797
C 15.7674 -27.7850 -22.6391
C 15.8613 -27.2785 -21.1906
O 14.6951 -26.5274 -20.9476
C 14.3406 -25.9136 -22.2142
H 14.3709 -26.9894 -24.0416
H 15.7423 -25.8771 -23.6916
H 16.7443 -27.9818 -23.0806
H 15.1094 -28.6536 -22.6127
H 16.8310 -26.7828 -21.1452
H 16.0096 -27.9986 -20.3858
H 14.7490 -24.9053 -22.1454
H 13.2560 -25.8788 -22.3170
C 20.1154 -24.8938 -18.7671
C 18.6750 -25.0590 -18.4322
C 17.8998 -24.5063 -19.6042
O 18.8304 -24.4573 -20.6525
C 20.0950 -24.1270 -20.0528
H 20.5338 -25.8886 -18.9202
H 20.7334 -24.2994 -18.0941
H 18.4626 -24.5665 -17.4832
H 18.4568 -26.1268 -18.4151
H 17.5392 -23.4978 -19.4018
H 17.0068 -25.0856 -19.8388
H 20.2080 -23.0504 -19.9249
H 20.8494 -24.4884 -20.7517
C 16.9785 -20.8290 -24.2074
C 17.5202 -21.5017 -23.0060
C 16.6196 -22.7569 -22.8158
O 16.0801 -22.9610 -24.0930
C 16.5212 -21.9521 -25.0200
H 17.7166 -20.2360 -24.7473
H 16.1282 -20.2095 -23.9222
H 17.6302 -20.8853 -22.1138
H 18.4659 -22.0014 -23.2162
H 15.8951 -22.5492 -22.0285
H 17.2615 -23.5954 -22.5453
H 15.8438 -21.7300 -25.8446
H 17.3414 -22.3639 -25.6080
C 17.3206 -19.0836 -20.0111
C 17.9988 -20.2087 -19.3414
C 19.1376 -19.5579 -18.5362
O 19.5195 -18.5186 -19.3965
C 18.5203 -18.1572 -20.3692
H 16.6183 -18.6353 -19.3083
H 16.7140 -19.3403 -20.8795
H 18.5013 -20.9029 -20.0150
H 17.2632 -20.8168 -18.8149
H 20.0236 -20.1822 -18.4207
H 18.6875 -19.1942 -17.6125
H 18.8598 -18.3411 -21.3886
H 18.1896 -17.1186 -20.3606
C 12.1555 -21.7458 -29.9086
C 12.5586 -20.5178 -29.1308
C 13.4830 -20.9732 -27.9860
O 13.9387 -22.2574 -28.3552
C 12.8754 -22.8493 -29.0920
H 12.5946 -21.6622 -30.9027
H 11.0936 -21.9650 -30.0199
H 11.6648 -19.9303 -28.9208
H 13.0886 -19.8006 -29.7576
H 12.9371 -21.0344 -27.0445
H 14.3599 -20.3687 -27.7540
H 12.2460 -23.3656 -28.3672
H 13.2355 -23.6772 -29.7028
C 16.9515 -17.6768 -28.5411
C 16.9930 -18.4602 -27.2623
C 15.7608 -17.9845 -26.5161
O 14.8847 -17.4414 -27.5389
C 15.4737 -17.7889 -28.8021
H 17.5410 -18.1402 -29.3321
H 17.2102 -16.6304 -28.3794
H 17.9369 -18.1355 -26.8242
H 16.8599 -19.5159 -27.4985
H 16.0620 -17.1369 -25.9005
H 15.3783 -18.8076 -25.9124
H 15.1280 -17.0810 -29.5554
H 15.1329 -18.7512 -29.1841
C 20.0566 -17.3112 -24.7804
C 18.8425 -16.6356 -24.2600
C 19.3535 -15.5991 -23.2602
O 20.6919 -16.0076 -22.9417
C 20.8953 -17.2545 -23.4921
H 20.5999 -16.7890 -25.5679
H 19.8298 -18.3096 -25.1542
H 18.2176 -17.3914 -23.7842
H 18.3422 -16.2007 -25.1253
H 18.6126 -15.6108 -22.4608
H 19.3183 -14.6289 -23.7557
H 20.6009 -18.0371 -22.7928
H 21.9698 -17.3262 -23.6612
C 12.4300 -18.9245 -24.3461
C 11.9891 -17.9269 -25.4024
C 10.5332 -18.3004 -25.6867
O 10.6185 -19.7142 -25.6186
C 11.5092 -20.0957 -24.5830
H 12.3434 -18.5226 -23.3366
H 13.4662 -19.2485 -24.4440
H 12.6169 -18.0630 -26.2830
H 12.1309 -16.8965 -25.0763
H 10.3598 -17.9499 -26.7041
H 9.8028 -17.8522 -25.0132
H 11.9340 -21.0867 -24.7429
H 10.7877 -20.3491 -23.8062
C 13.2824 -23.7226 -25.1342
O 12.2090 -24.3275 -24.5580
H 14.1077 -24.4170 -24.9769
H 13.1110 -23.6260 -26.2062
H 13.5034 -22.8130 -24.5758
H 12.0569 -25.1720 -24.9884
C 20.0123 -21.0764 -26.6354
O 19.1015 -20.8767 -27.6973
H 20.2572 -20.0797 -26.2685
H 19.6248 -21.6587 -25.7994
H 20.9196 -21.5147 -27.0512
H 18.7995 -21.7298 -28.0176
C 19.0561 -26.0024 -23.5330
O 19.8997 -26.5972 -24.5365
C 19.5218 -27.9100 -24.9679
C 20.4529 -28.3712 -26.0897
O 20.0312 -27.8999 -27.4285
C 20.8211 -28.3546 -28.5238
H 18.1380 -25.6437 -23.9984
H 19.5075 -25.1003 -23.1199
H 18.8832 -26.6925 -22.7072
H 18.5266 -27.8917 -25.4122
H 19.4675 -28.5940 -24.1209
H 20.5995 -29.4458 -25.9810
H 21.4540 -28.0293 -25.8268
H 21.8525 -28.1954 -28.2091
H 20.4844 -27.7712 -29.3807
H 20.6465 -29.4082 -28.7420
C 15.3252 -16.9642 -22.6904
O 16.0435 -15.9575 -21.9819
C 15.3052 -14.6974 -21.9143
C 15.0412 -13.8912 -23.2147
O 13.9072 -14.3894 -23.8886
C 13.7308 -13.7206 -25.1332
H 14.6056 -17.4292 -22.0166
H 16.1186 -17.6044 -23.0762
H 14.8828 -16.6019 -23.6184
H 16.0302 -14.1348 -21.3260
H 14.3544 -14.8508 -21.4038
H 15.9156 -14.0707 -23.8401
H 15.0177 -12.8442 -22.9125
H 13.5315 -12.6501 -25.0844
H 12.8284 -14.1542 -25.5641
H 14.5412 -13.9635 -25.8205
C 21.5125 -21.7554 -23.0704
O 21.8418 -22.3091 -24.3243
C 21.3978 -23.6815 -24.4363
C 22.1144 -24.1651 -25.7432
O 23.5637 -24.2120 -25.5086
C 24.3497 -24.4220 -26.7092
H 21.9748 -22.3436 -22.2777
H 20.4485 -21.6835 -22.8449
H 21.9279 -20.7500 -23.0006
H 20.3143 -23.6648 -24.5543
H 21.6333 -24.2460 -23.5341
H 21.8839 -23.4855 -26.5636
H 21.8726 -25.1578 -26.1227
H 24.2475 -23.5286 -27.3252
H 24.0736 -25.2889 -27.3094
H 25.3829 -24.5391 -26.3823
*
```

=====

# 2
The following is a quantum chemistry calculation of 2 unconnected molecules or ions with the total composition C8H18BN3O4P, from the OMol25 dataset.

Computed properties:
E_HOMO = -12.4 eV
E_tot = -1146.59873 Ha
HOMO-LUMO gap = 7.7921 eV

Geometry as ORCA input:
```
! wB97M-V def2-TZVPD RIJCOSX def2/J DEFGRID3
* xyz 1 1
C -0.1123 3.2366 1.6393
C 1.2370 2.2646 1.4869
P 0.8763 1.0778 0.0158
C 2.5368 0.1893 -0.3726
C -0.4473 -0.1437 0.6473
N -0.1557 -1.2467 1.6863
C -1.4679 -1.9835 1.9417
C -2.6225 -1.2740 1.0069
N -1.9070 -0.1641 0.2534
B -2.7399 0.6963 -0.6756
O -2.2670 1.4594 -1.8453
O -4.2190 0.7332 -0.4037
C -4.6125 2.1159 -0.0790
H -1.0670 2.7258 1.1447
H 0.1301 4.2859 1.1483
H -0.3448 3.3427 2.7824
H 1.2603 1.5913 2.4524
H 2.2287 2.9012 1.3360
H 3.2609 0.4223 0.5216
H 2.4174 -0.9650 -0.5924
H 2.9753 0.6923 -1.3487
H 0.7581 -1.4811 2.1454
H -1.6580 -2.8899 2.6940
H -3.7645 -1.5313 0.9347
H -1.2830 1.6433 -1.8171
H -4.3717 2.8699 -0.9463
H -4.0962 2.4931 0.9106
H -5.7931 2.0901 0.0848
C 3.2809 -3.9164 -2.8581
N 4.0206 -3.1811 -1.7970
O 3.5210 -3.1654 -0.6660
O 5.0818 -2.6406 -2.1296
H 2.3711 -4.3392 -2.4264
H 3.0374 -3.2010 -3.6462
H 3.9357 -4.7078 -3.2283
*
```

=====

# 3
The following is a quantum chemistry calculation of a gas-phase ion, C4H6NS (charge +1), from the OMol25 dataset.

Computed properties:
E_HOMO (alpha / beta) = -12.5 / -12.5 eV
ΔE to the lowest compared entry with this formula, charge and spin = 103.6 kcal/mol
E_tot = -608.49812 Ha
Structure (SMILES) = C#[N+]/C=C/SC
HOMO-LUMO gap (alpha / beta) = 6.9212 / 6.9224 eV

Geometry as ORCA input:
```
! wB97M-V def2-TZVPD RIJCOSX def2/J DEFGRID3
* xyz 1 1
C -0.6412 -0.3931 3.4963
C 0.3870 -1.1684 1.4000
C 0.0329 -0.1572 -0.0889
C 0.1886 0.8294 -2.6394
N -0.1850 -0.8015 2.4903
S 0.8690 -0.4246 -1.4722
H -1.2536 -0.2419 4.3309
H 0.9882 -1.9113 1.0676
H -0.4149 0.8549 -0.1133
H 0.6264 0.7223 -3.5245
H 0.3633 1.8979 -2.2724
H -0.9609 0.7934 -2.6746
*
```

=====

# 4
The following is a quantum chemistry calculation of 2 unconnected molecules or ions with the total composition C6H11S, from the OMol25 dataset.

Computed properties:
E_HOMO = -2.3 eV
ΔE to the lowest compared entry with this formula, charge and spin = 7.4 kcal/mol
E_tot = -633.36895 Ha
HOMO-LUMO gap = 6.2257 eV

Geometry as ORCA input:
```
! wB97M-V def2-TZVPD RIJCOSX def2/J DEFGRID3
* xyz -1 1
C -2.3576 1.0907 1.7209
C -1.2712 1.4019 0.7005
S 0.3865 1.0132 1.2413
H -2.1761 1.7278 2.5945
H -2.3160 0.0600 2.0873
H -3.3693 1.2367 1.3178
H -1.2851 2.4800 0.4796
H -1.5702 0.8947 -0.2366
C 0.8465 0.3131 -2.3002
C 0.7424 -0.9933 -2.0294
C 1.1483 -1.5273 -0.7412
C 0.8184 -2.7284 -0.2516
H 1.0559 0.9803 -1.4598
H 0.6447 0.7886 -3.2510
H 0.2652 -1.6203 -2.7855
H 1.7089 -0.8800 -0.0812
H 1.1552 -3.0008 0.7401
H 0.2919 -3.4298 -0.8886
*
```

=====

# 5
The following is a quantum chemistry calculation of a molecular structure, C15H10BCl2F4HoN2OS, from the OMol25 dataset.

Computed properties:
E_HOMO (alpha / beta) = -7.7 / -7.7 eV
ΔE to the lowest compared entry with this formula, charge and spin = 0.0 kcal/mol
E_tot = -3453.68514 Ha
HOMO-LUMO gap (alpha / beta) = 7.5890 / 7.5877 eV

Geometry as ORCA input:
```
! wB97M-V def2-TZVPD RIJCOSX def2/J DEFGRID3
* xyz 0 5
Ho -0.4657 0.2660 0.3312
O -1.1766 -1.4904 -0.4162
C -0.7698 -2.7569 -0.2875
C -1.7669 -3.7251 -0.3798
C -1.4175 -5.0657 -0.2967
C -0.0773 -5.4521 -0.0905
C 0.9008 -4.4822 0.0524
C 0.6010 -3.0962 -0.0736
C 1.6530 -2.1534 -0.0378
N 1.5453 -0.7685 -0.1476
C 2.8487 -0.2824 -0.1109
C 3.7531 -1.2996 0.0311
N 2.9876 -2.4862 0.0842
H -2.8023 -3.4073 -0.4830
H -2.1767 -5.8502 -0.3081
H 0.1931 -6.4973 0.0708
H 1.9150 -4.7811 0.3037
H 3.0270 0.7922 -0.1405
H 4.8314 -1.2876 0.1953
H 3.3044 -3.4470 0.2008
Cl 0.8306 2.3562 -0.7771
C -0.3689 3.6255 -0.8725
C 0.0976 4.9423 -0.8732
C -0.8206 5.9992 -1.0013
C -2.1812 5.7163 -1.1474
C -2.6394 4.3808 -1.1454
Cl -4.2920 4.0806 -1.3552
C -1.7266 3.2707 -0.9731
S -2.3454 1.6658 -0.9863
H 1.1590 5.1016 -0.6943
H -0.4911 7.0408 -0.9371
H -2.9502 6.4864 -1.2144
F 0.8535 1.1054 2.0311
B -0.2176 0.5294 2.7862
F -1.4164 1.1064 2.1800
F -0.2655 -0.8534 2.3679
F -0.1336 0.7171 4.1149
*
```

=====

# 6
The following is a quantum chemistry calculation of a molecular structure, C31H57BN11PbS3, from the OMol25 dataset.

Computed properties:
E_HOMO (alpha / beta) = -14.6 / -14.5 eV
ΔE to the lowest compared entry with this formula, charge and spin = 6.7 kcal/mol
E_tot = -3229.33366 Ha
HOMO-LUMO gap (alpha / beta) = 4.6314 / 4.2175 eV

Geometry as ORCA input:
```
! wB97M-V def2-TZVPD RIJCOSX def2/J DEFGRID3
* xyz 3 1
Pb 0.4400 1.0834 -0.1003
N 0.5390 3.1199 1.4479
C 1.8902 3.3503 2.0021
C 2.5108 2.0375 2.4745
N 2.6125 1.0214 1.4105
C 3.8303 1.0650 0.5838
C 3.6625 1.9282 -0.6622
N 2.5187 1.4562 -1.4688
H 0.2148 3.9547 0.9686
H -0.1146 2.9447 2.2074
H 1.8650 4.0384 2.8491
H 2.5034 3.8059 1.2277
H 1.8807 1.6254 3.2669
H 3.4902 2.2547 2.9105
H 2.5550 0.1103 1.8495
H 4.0618 0.0444 0.2729
H 4.6862 1.4353 1.1553
H 4.5964 1.8987 -1.2264
H 3.4744 2.9643 -0.3875
H 2.7468 0.5732 -1.9211
H 2.3257 2.1237 -2.2097
C -2.6167 -1.8234 5.6369
C -2.2236 -3.2375 5.1883
C -3.2794 -4.2124 5.6977
C -0.8549 -3.6653 5.7278
N -2.2171 -3.2959 3.6785
C -3.0504 -4.0881 2.9683
C -2.8422 -3.8480 1.6371
N -1.8775 -2.9068 1.5074
B -1.4616 -2.1866 0.1871
N -2.7440 -1.7421 -0.5682
C -3.5333 -2.5634 -1.3130
C -4.5459 -1.8193 -1.8381
N -4.3576 -0.5231 -1.4577
C -3.2498 -0.4852 -0.6545
S -2.6108 0.8562 0.1739
C -5.2521 0.6061 -1.8934
C -6.0064 1.1331 -0.6707
C -4.4340 1.7104 -2.5752
C -6.2480 0.0672 -2.9174
N -0.6508 -3.0995 -0.7474
C -0.5775 -4.4737 -0.7344
C 0.2132 -4.8533 -1.7544
N 0.6224 -3.7242 -2.4326
C 0.0921 -2.6366 -1.7926
S 0.1889 -0.9703 -2.2133
C 1.6459 -3.8679 -3.5352
C 3.0222 -3.8586 -2.8659
C 1.5759 -2.7901 -4.6143
C 1.3967 -5.2135 -4.2183
C -1.4799 -2.5567 2.7796
S -0.2427 -1.4660 3.1235
H -2.6933 -1.8026 6.7226
H -3.5844 -1.5418 5.2179
H -1.8768 -1.0865 5.3438
H -3.2789 -4.1675 6.7842
H -3.0550 -5.2415 5.4124
H -4.2798 -3.9434 5.3540
H -0.8845 -3.6538 6.8160
H -0.0647 -2.9946 5.4085
H -0.6114 -4.6778 5.4029
H -3.7298 -4.7816 3.4313
H -3.3393 -4.2928 0.7922
H -0.8154 -1.2468 0.4635
H -3.3284 -3.6133 -1.4395
H -5.3596 -2.1443 -2.4594
H -5.3222 1.5326 0.0771
H -6.6044 0.3423 -0.2159
H -6.6792 1.9318 -0.9794
H -3.7554 2.2011 -1.8882
H -5.1283 2.4562 -2.9606
H -3.8643 1.3015 -3.4126
H -6.9163 -0.6798 -2.4879
H -5.7398 -0.3524 -3.7870
H -6.8662 0.8945 -3.2584
H -1.0716 -5.0772 0.0074
H 0.5007 -5.8457 -2.0489
H 3.1831 -2.9256 -2.3220
H 3.7941 -3.9515 -3.6296
H 3.1312 -4.6948 -2.1741
H 1.9271 -1.8314 -4.2629
H 0.5630 -2.6796 -5.0024
H 2.2236 -3.0944 -5.4362
H 1.6518 -6.0609 -3.5823
H 2.0344 -5.2759 -5.0975
H 0.3612 -5.3052 -4.5484
N -0.2746 2.6943 -1.6325
C -0.8655 3.3138 -2.4258
N -1.5261 3.9718 -3.3113
C -1.5732 3.5066 -4.7153
C -0.9132 4.5419 -5.6186
C -1.5757 5.9076 -5.4274
C -1.4775 6.3411 -3.9633
C -2.1179 5.2997 -3.0517
H -2.6255 3.3889 -4.9857
H -1.0824 2.5363 -4.7812
H -0.9946 4.2107 -6.6541
H 0.1505 4.6115 -5.3749
H -2.6253 5.8548 -5.7300
H -1.0909 6.6460 -6.0645
H -1.9802 7.2960 -3.8088
H -0.4276 6.4705 -3.6877
H -3.1885 5.2263 -3.2570
H -1.9833 5.5493 -2.0001
*
```

=====

# 7
The following is a quantum chemistry calculation of a single C5H11NO molecule, from the OMol25 dataset.

Computed properties:
E_HOMO = -8.7 eV
ΔE to the lowest compared entry with this formula, charge and spin = 39.9 kcal/mol
E_tot = -327.06771 Ha
Structure (SMILES) = C=C(OC)[C@@H](C)N
HOMO-LUMO gap = 9.7007 eV

Geometry as ORCA input:
```
! wB97M-V def2-TZVPD RIJCOSX def2/J DEFGRID3
* xyz 0 1
C -0.6270 -0.8333 0.3690
C 2.1306 0.5624 -1.5811
C -1.2892 -0.6748 1.7299
C 0.3774 0.2504 0.0194
N -1.6250 -0.7757 -0.7028
C 0.3407 1.5052 0.4375
O 1.2617 -0.2877 -0.8784
H -0.0755 -1.7896 0.3592
H -1.3262 -1.3178 -1.5038
H -2.5227 -1.1221 -0.3904
H 2.7757 -0.0816 -2.1595
H 1.5686 1.2406 -2.2450
H 2.7542 1.1638 -0.8927
H -1.9068 -1.5429 1.9393
H -0.5379 -0.5857 2.5071
H -1.9201 0.2097 1.7425
H -0.4070 1.8229 1.1453
H 1.0286 2.2560 0.1046
*
```

=====

# 8
The following is a quantum chemistry calculation of a molecular structure, C17H24CuN4O2S, from the OMol25 dataset.

Computed properties:
E_HOMO = -11.1 eV
E_tot = -3070.21507 Ha
HOMO-LUMO gap = 8.1428 eV

Geometry as ORCA input:
```
! wB97M-V def2-TZVPD RIJCOSX def2/J DEFGRID3
* xyz 1 1
Cu 0.9676 0.8345 0.1312
O 5.5359 -3.1269 -3.1614
C 5.9990 -2.1978 -2.2065
C 4.8250 -1.4618 -1.6253
C 5.0156 -0.4906 -0.6508
C 3.9156 0.1682 -0.1402
N 2.6695 -0.0893 -0.5432
C 2.4761 -1.0262 -1.4790
C 3.5296 -1.7296 -2.0415
C 1.0543 -1.2582 -1.8745
C 0.6884 -2.1994 -2.8263
C -0.6491 -2.3623 -3.1476
C -1.0878 -3.3962 -4.1582
O -0.0212 -3.9262 -4.9098
C -1.5838 -1.5632 -2.4981
C -1.1412 -0.6485 -1.5652
N 0.1471 -0.4964 -1.2524
H 6.2862 -3.5948 -3.5390
H 6.6800 -1.4663 -2.6559
H 6.5371 -2.6938 -1.3910
H 6.0052 -0.2442 -0.2887
H 4.0249 0.9312 0.6185
H 3.3697 -2.4826 -2.7964
H 1.4217 -2.8132 -3.3267
H -1.8684 -2.9715 -4.7957
H -1.5388 -4.2315 -3.6176
H 0.1338 -3.3769 -5.6842
H -2.6403 -1.6430 -2.7195
H -1.8354 0.0041 -1.0494
C -3.1477 0.6262 1.9063
N -1.7597 0.9598 2.2095
C -0.9115 -0.1905 2.4843
C -1.2533 2.1851 1.9612
S 0.3780 2.4470 1.5119
N -2.0645 3.2407 2.1371
C -1.7142 4.5603 1.6193
C -3.1085 3.2534 3.1612
H -3.1580 -0.2658 1.2762
H -3.6208 1.4373 1.3607
H -3.7256 0.4130 2.8068
H -1.4535 -0.8531 3.1595
H 0.0101 0.1318 2.9587
H -0.6702 -0.7422 1.5713
H -1.2301 4.4669 0.6525
H -1.0420 5.0855 2.3003
H -2.6347 5.1319 1.5133
H -3.0233 2.3774 3.7969
H -4.1068 3.2926 2.7237
H -2.9669 4.1396 3.7799
*
```

=====

Max |F| readings, ordered: 3.2 7.0 8.3 1.1 3.5 1.2 0.8 0.1 eV Å⁻¹